Record 1
Formula: C46H115N11O5
Source: the Open Molecules 2025 dataset
Level of theory: the ωB97M-V functional and the def2-TZVPD basis

The geometry in ORCA input format:
```
! wB97M-V def2-TZVPD RIJCOSX def2/J DEFGRID3
* xyz 0 1
C -3.57662 -3.98102 1.79334
C -2.40215 -4.70668 2.46932
N -1.11888 -4.00707 2.55102
C -1.23065 -2.76831 3.30310
C -1.87344 -2.90370 4.71406
C -0.51629 -3.84138 1.23165
C 0.97499 -3.52325 1.37708
H -4.55157 -4.43491 1.95219
H -3.44110 -4.06608 0.70698
H -3.50894 -2.90533 1.96151
H -2.75418 -4.98203 3.46624
H -2.27932 -5.66465 1.96043
H -0.25050 -2.29656 3.38481
H -1.78237 -2.00432 2.73071
H -1.56442 -1.95547 5.14959
H -2.95407 -2.97445 4.61507
H -1.47774 -3.82446 5.13731
H -1.05680 -3.10142 0.62280
H -0.51422 -4.69138 0.54127
H 1.56786 -3.46550 0.46661
H 1.39264 -4.26164 2.06452
H 1.10107 -2.57990 1.91578
C -4.77944 -0.04314 6.98537
C -3.36719 -0.39061 6.53004
N -2.83525 0.65697 5.61914
C -1.41222 0.89110 5.56979
C -0.83926 1.22130 6.94963
C -3.52546 0.67851 4.34544
C -3.27072 1.90860 3.43146
H -5.53338 0.06460 6.20890
H -4.81765 0.92622 7.49095
H -5.08751 -0.74260 7.76520
H -2.73898 -0.39592 7.41667
H -3.33134 -1.34802 6.00091
H -0.82231 0.05000 5.17963
H -1.16869 1.80096 5.01737
H -0.89960 0.31939 7.55686
H 0.18450 1.60954 6.94520
H -1.30547 2.10025 7.40321
H -4.59767 0.62925 4.52211
H -3.31912 -0.21738 3.73250
H -3.29680 2.80960 4.04264
H -4.19773 1.89486 2.85601
H -2.40606 1.78771 2.78696
C 5.98863 -5.28913 -0.31098
C 6.68549 -4.83701 -1.62060
N 5.80788 -4.10693 -2.56243
C 4.77064 -4.94353 -3.15887
C 5.30199 -6.20535 -3.88361
C 5.17757 -2.95375 -1.88781
C 4.62132 -1.95881 -2.90756
H 5.07634 -5.81996 -0.58726
H 5.62677 -4.51237 0.36477
H 6.71606 -5.89376 0.22944
H 7.51540 -4.14934 -1.46435
H 7.01854 -5.78145 -2.04616
H 4.05891 -5.30152 -2.40242
H 4.24097 -4.39907 -3.93928
H 6.19921 -5.92600 -4.44479
H 5.61031 -6.96801 -3.17150
H 4.60369 -6.52159 -4.65511
H 5.96740 -2.50914 -1.28547
H 4.36430 -3.38290 -1.28898
H 4.72451 -2.30039 -3.93997
H 5.14660 -1.01420 -2.77557
H 3.54140 -1.79243 -2.91671
C 3.64149 2.94850 -3.94357
C 2.12095 2.99819 -3.87156
N 1.48543 4.07638 -4.61020
C 0.06942 4.25052 -4.28269
C -0.01468 5.00013 -2.94265
C 1.76167 4.00561 -6.02164
C 1.14991 5.05434 -6.94579
H 4.03181 2.04150 -3.47870
H 4.12454 3.77331 -3.41195
H 4.07176 3.01068 -4.94314
H 1.84954 1.99836 -4.25594
H 1.77713 2.97756 -2.83796
H -0.49128 3.31064 -4.20203
H -0.41228 4.91898 -4.98649
H -0.98683 5.43188 -2.70732
H 0.72566 5.80547 -2.99322
H 0.38904 4.49300 -2.06038
H 2.83262 4.10480 -6.24134
H 1.60944 3.02467 -6.51168
H 1.54023 6.06303 -6.82254
H 1.36770 4.70979 -7.96018
H 0.05945 5.07534 -6.94164
C -0.51076 -2.94270 -3.23980
C -0.98010 -3.89992 -4.30307
N -2.28241 -4.54917 -4.06163
C -2.62707 -5.28534 -5.30421
C -3.23259 -4.34260 -6.31273
C -2.17401 -5.50507 -2.95910
C -3.58465 -5.86781 -2.41681
H -0.34783 -3.47989 -2.29510
H -1.26514 -2.19030 -3.00578
H 0.45425 -2.48065 -3.43884
H -1.18925 -3.21130 -5.12584
H -0.20574 -4.61294 -4.60832
H -1.74662 -5.79317 -5.72653
H -3.27863 -6.14298 -5.13073
H -4.19417 -3.97846 -5.95974
H -2.56007 -3.51489 -6.55719
H -3.27524 -4.71042 -7.34384
H -1.69423 -5.01407 -2.11216
H -1.71372 -6.45060 -3.26591
H -3.54830 -6.78279 -1.82708
H -4.15978 -6.16418 -3.30095
H -4.13836 -5.02819 -2.00529
C -1.53041 1.32582 -2.55243
C -1.75080 0.56004 -1.22023
N -0.75571 0.83958 -0.22661
C 0.63557 0.84787 -0.63185
C 1.06785 -0.50855 -1.28570
C -1.11704 0.17460 1.04251
C -0.06768 0.32233 2.13888
H -1.57808 2.39910 -2.33974
H -2.36673 1.18408 -3.23951
H -0.60454 1.13833 -3.09484
H -2.74664 0.86252 -0.88845
H -1.85019 -0.51118 -1.46031
H 0.64968 1.62820 -1.39240
H 1.31135 1.00869 0.19849
H 1.04215 -1.27091 -0.50546
H 0.31789 -0.81179 -2.01260
H 2.01899 -0.39426 -1.80316
H -1.17023 -0.89318 0.79372
H -2.09185 0.54978 1.35360
H 0.13139 1.37035 2.39017
H 0.87221 -0.16310 1.87741
H -0.41024 -0.05950 3.10221
C 4.87964 3.50603 -0.51592
C 3.79971 4.16788 0.33665
N 2.87057 3.34993 0.87438
O 3.73465 5.37708 0.47439
H 4.57653 2.50147 -0.82356
H 5.75271 3.34412 0.11677
H 5.05065 4.08282 -1.41705
H 2.12824 3.78377 1.40040
H 2.95678 2.35358 0.94084
C -2.81716 5.63495 1.03421
C -2.64405 4.19636 0.55481
N -1.42833 3.64768 0.65617
O -3.55476 3.61749 -0.03927
H -1.89309 6.14578 0.75507
H -2.97148 5.71199 2.10955
H -3.63711 6.11769 0.51072
H -0.62481 4.13058 1.03020
H -1.37121 2.67247 0.37832
C 2.04760 -0.57886 5.24202
C 3.08030 0.07398 6.12967
N 4.07613 -0.68195 6.66500
O 3.03079 1.28157 6.30400
H 2.26700 -1.63508 5.05516
H 1.86152 -0.08711 4.28942
H 1.05500 -0.65360 5.68902
H 4.65967 -0.26197 7.36675
H 4.45526 -1.42493 6.10364
C -6.49927 6.17403 -2.31161
C -5.13702 5.51011 -2.39188
N -5.15687 4.20983 -2.70063
O -4.09485 6.15403 -2.40913
H -7.26438 5.79582 -2.99215
H -6.44673 7.20534 -2.66318
H -6.81891 6.15814 -1.26986
H -4.25209 3.76288 -2.65719
H -5.96971 3.65008 -2.86645
C 1.14477 3.84504 4.50654
C 1.22742 4.96884 3.48568
N 1.96142 6.07685 3.76933
O 0.55206 4.95251 2.45284
H 1.86082 3.99150 5.31362
H 1.30622 2.91269 3.96553
H 0.17875 3.71139 4.99409
H 1.97417 6.76384 3.03410
H 2.05835 6.35422 4.73235
*
```

Results
HOMO-LUMO gap ... 8.25 eV
E_tot ... -76194.98467 eV
LUMO ... 0.17 eV
SMILES ... CCN(CC)CC.CCN(CC)CC.CCN(CC)CC.CCN(CC)CC.CCN(CC)CC.CCN(CC)CC.CC(N)=O.CC(N)=O.CC(N)=O.CC(N)=O.CC(N)=O
Highest occupied orbital energy ... -8.083 eV

Record 2
Formula: C46H117N7O16
Source: the Open Molecules 2025 dataset
Level of theory: the ωB97M-V functional and the def2-TZVPD basis

The geometry in ORCA input format:
```
! wB97M-V def2-TZVPD RIJCOSX def2/J DEFGRID3
* xyz 0 1
C 4.20588 5.98735 8.29931
O 3.24046 6.42179 7.44784
C 3.44570 7.67792 6.79413
C 2.16555 8.13908 6.08995
N 0.96762 8.37169 6.91236
C 1.24329 9.36519 7.92681
C -0.08668 10.03184 8.39833
O -0.70307 9.24942 9.40782
C -1.95153 9.76420 9.91800
H 5.13709 6.26496 7.80548
H 4.14648 4.90318 8.39484
H 4.21208 6.24710 9.35789
H 4.16630 7.44796 6.00931
H 3.76994 8.51584 7.41128
H 2.05578 7.42895 5.27034
H 2.35144 9.09211 5.59470
H 0.83915 7.46089 7.32956
H 1.84597 10.15008 7.46982
H 1.70654 8.99894 8.84298
H -0.77343 10.28567 7.59084
H 0.16432 10.97124 8.89090
H -2.38368 9.24946 10.77613
H -2.65951 9.88301 9.09778
H -1.79914 10.79831 10.22705
C -1.08625 -11.22533 7.16480
O -1.86013 -10.02771 7.21411
C -1.78181 -9.42341 8.50635
C -2.76724 -8.29133 8.62975
N -2.57140 -7.31135 7.53474
C -1.79790 -6.14583 7.92622
C -1.86721 -5.10658 6.83580
O -1.16091 -3.94449 7.13324
C -2.01305 -2.91379 7.48483
H -0.92575 -11.42635 6.10560
H -1.62612 -12.06675 7.59915
H -0.05712 -11.01547 7.45626
H -0.75747 -9.07277 8.63242
H -1.95653 -10.13656 9.31197
H -2.60383 -7.82518 9.60141
H -3.80110 -8.63662 8.63359
H -2.11978 -7.88055 6.83320
H -0.79653 -6.49650 8.17601
H -2.25126 -5.71630 8.81956
H -2.90344 -4.91901 6.55448
H -1.28587 -5.45990 5.98415
H -2.85048 -3.21156 8.11583
H -2.22739 -2.39226 6.55201
H -1.48052 -2.21686 8.13199
C 1.10818 -1.40350 -16.31438
O 0.65721 -1.68278 -14.98047
C -0.51970 -2.53457 -14.85698
C -1.14154 -2.26375 -13.47098
N -0.16603 -2.55262 -12.45923
C -0.56370 -2.43956 -11.06493
C -0.61469 -1.05530 -10.53484
O 0.72275 -0.47953 -10.53315
C 1.35600 -0.50109 -9.21629
H 1.50368 -2.31574 -16.76105
H 1.91731 -0.69125 -16.47596
H 0.30833 -1.02314 -16.94972
H -0.35073 -3.60998 -14.91229
H -1.30109 -2.22459 -15.55084
H -1.89854 -3.02775 -13.29391
H -1.54985 -1.25582 -13.39716
H 0.68946 -2.03686 -12.60830
H 0.22423 -3.02130 -10.58656
H -1.51283 -2.90197 -10.79394
H -1.07386 -0.82040 -9.57460
H -1.19085 -0.44136 -11.22709
H 0.65659 -0.03863 -8.51984
H 2.34374 -0.04319 -9.16331
H 1.43033 -1.56365 -8.98485
C -6.99142 0.92718 -3.92301
O -6.57265 1.95605 -2.97318
C -7.69199 2.90039 -2.66139
C -7.35988 3.78292 -1.44934
N -7.43357 2.92890 -0.31438
C -6.70230 3.45098 0.91670
C -7.23662 4.71761 1.63880
O -7.41813 5.81297 0.67415
C -8.19304 6.85165 1.31326
H -6.29922 0.09702 -4.06379
H -7.39586 1.38428 -4.82611
H -7.81565 0.44951 -3.39333
H -8.58599 2.33677 -2.39458
H -7.89500 3.53346 -3.52518
H -8.15198 4.51189 -1.27825
H -6.41736 4.32304 -1.53903
H -6.91627 2.11634 -0.61814
H -5.66509 3.60975 0.62160
H -6.42882 2.61260 1.55734
H -6.52851 4.97968 2.42493
H -8.17014 4.49552 2.15584
H -9.16626 6.48284 1.63719
H -8.34401 7.52309 0.46799
H -7.61095 7.30639 2.11482
C 2.86877 6.89433 -4.72932
O 1.93964 7.34740 -3.76259
C 0.79265 6.53176 -3.47954
C -0.33927 7.12270 -2.68652
N -0.86823 8.33496 -3.37336
C -1.73230 9.16020 -2.45075
C -1.78456 10.62656 -2.90715
O -0.56997 11.07649 -3.23714
C -0.50995 12.34179 -3.79651
H 2.40565 6.77846 -5.70922
H 3.25878 5.93910 -4.37785
H 3.62202 7.60973 -5.05935
H 1.14705 5.64949 -2.94654
H 0.44785 6.19349 -4.45667
H 0.10055 7.18054 -1.69088
H -1.12133 6.36344 -2.68853
H -0.00246 8.82566 -3.54592
H -1.24952 9.05903 -1.47874
H -2.72355 8.74223 -2.27519
H -2.27366 11.20711 -2.12495
H -2.45457 10.60617 -3.76666
H -0.53119 12.96514 -2.90260
H -1.28519 12.60447 -4.51630
H 0.48545 12.54433 -4.19182
C 0.09731 -1.68758 -1.87785
O 0.65427 -0.65435 -1.04218
C -0.12789 -0.12711 0.04462
C 0.73745 0.30142 1.28068
N 2.10028 0.77058 0.92853
C 2.91581 0.88376 2.09726
C 4.35482 1.34853 1.67382
O 5.02175 0.30286 0.89209
C 4.87994 0.47708 -0.53559
H -0.09122 -2.56024 -1.25253
H 0.77797 -1.80365 -2.72124
H -0.91925 -1.51156 -2.22959
H -0.75967 -0.95074 0.37716
H -0.71218 0.74348 -0.25336
H 0.80363 -0.59297 1.90018
H 0.22692 1.10366 1.81347
H 2.61140 0.13116 0.33691
H 2.94478 -0.08495 2.59613
H 2.44303 1.58449 2.78541
H 4.90272 1.61927 2.57639
H 4.18186 2.37432 1.34832
H 3.84455 0.33429 -0.84489
H 5.34203 -0.31708 -1.12200
H 5.30768 1.41038 -0.90179
C 2.23712 -5.68561 1.37964
O 2.49320 -7.01094 0.95727
C 1.80233 -8.01341 1.83264
C 1.44829 -9.23678 1.00779
N 0.09382 -9.17067 0.38441
C -1.02366 -9.49625 1.24675
C -2.29713 -9.00053 0.62975
O -2.32566 -7.59862 0.83506
C -3.24419 -6.90744 0.08359
H 3.10312 -5.05200 1.18816
H 1.91782 -5.56165 2.41442
H 1.43104 -5.28457 0.76524
H 0.86544 -7.66962 2.27099
H 2.50098 -8.29225 2.62147
H 1.40857 -10.06367 1.71687
H 2.21071 -9.44954 0.25844
H -0.00971 -8.29484 -0.10785
H -0.82541 -9.02068 2.20729
H -0.94372 -10.55983 1.47147
H -3.06507 -9.44503 1.26282
H -2.36944 -9.13859 -0.44905
H -3.10103 -7.24363 -0.94334
H -3.05810 -5.83923 0.19492
H -4.25501 -7.10503 0.44039
C 5.41690 -6.75784 -4.12829
C 4.04755 -6.10047 -4.40450
O 3.07807 -6.47960 -3.50746
H 5.57152 -6.88934 -3.05735
H 6.20608 -6.10742 -4.50547
H 5.66944 -7.66791 -4.67242
H 3.78402 -6.17580 -5.45947
H 4.18012 -5.02284 -4.30844
H 3.45099 -6.44454 -2.62355
C 11.62670 -5.53923 3.89355
C 10.28765 -4.97692 3.34523
O 10.54921 -4.05442 2.29263
H 12.27514 -4.87316 4.46274
H 12.22650 -5.96861 3.09107
H 11.53574 -6.43226 4.51188
H 9.76162 -4.50206 4.17342
H 9.63757 -5.83086 3.15481
H 9.73901 -3.84220 1.82346
*
```

Results
HOMO-LUMO gap ... 8.77 eV
E_tot ... -92773.21474 eV
LUMO ... 0.35 eV
SMILES ... COCCNCCOC.COCCNCCOC.COCCNCCOC.COCCNCCOC.COCCNCCOC.COCCNCCOC.COCCNCCOC.CCO.CCO
Highest occupied orbital energy ... -8.418 eV